{"formula": "C26H40N2O4PtS7Si", "method": "ωB97M-V with the def2-TZVPD basis set", "e_tot_ha": -4620.73878, "multiplicity": 5, "e_lumo_ev": [-1.320, -2.750], "homo_energy_ev": [-6.680, -8.286], "e_above_lowest_kcal_mol": 29.3, "total_charge": 0, "fmax_ev_per_a": 4.70, "gap_ev": [5.360, 5.536], "species": ["Pt", "C", "N", "N", "C", "O", "C", "C", "C", "C", "C", "C", "C", "C", "C", "H", "H", "H", "H", "H", "H", "H", "H", "H", "H", "H", "H", "C", "Si", "C", "C", "C", "C", "H", "H", "H", "H", "H", "H", "H", "H", "H", "O", "C", "S", "C", "O", "H", "H", "H", "H", "H", "H", "C", "S", "C", "C", "S", "S", "C", "S", "S", "H", "H", "H", "C", "C", "S", "O", "C", "C", "H", "H", "H", "H", "H", "H", "H", "H", "H", "H"], "positions_angstrom": [[0.287, -1.702, -1.942], [2.091, 1.069, -2.337], [0.845, 1.389, -1.591], [-0.478, 1.076, -2.181], [-1.510, 1.367, -1.291], [-2.700, 1.107, -1.476], [-0.800, 2.178, -0.310], [0.561, 2.217, -0.542], [1.719, 3.069, -0.033], [-0.711, 0.466, -3.431], [-1.503, 1.059, -4.367], [-1.756, 0.404, -5.570], [-0.938, -0.726, -5.857], [-0.293, -1.449, -4.834], [-0.172, -0.834, -3.624], [2.108, 0.022, -2.635], [2.923, 1.265, -1.733], [2.133, 1.705, -3.271], [-1.202, 2.532, 0.667], [1.201, 3.655, 0.739], [2.058, 3.747, -0.791], [2.599, 2.469, 0.344], [-1.995, 1.949, -4.118], [-2.472, 0.938, -6.237], [-0.842, -1.086, -6.864], [0.134, -2.405, -5.038], [1.219, -2.898, -2.408], [-0.446, -0.245, 3.265], [1.207, -0.916, 2.824], [2.439, 0.577, 3.105], [1.881, -2.415, 3.724], [1.026, -1.199, 1.021], [0.643, -1.259, -0.145], [-0.249, 0.404, 4.153], [-1.170, -1.060, 3.474], [-0.901, 0.403, 2.468], [2.199, 1.129, 4.037], [2.408, 1.310, 2.239], [3.502, 0.269, 3.187], [2.492, -3.130, 3.085], [1.091, -3.062, 4.089], [2.514, -2.244, 4.617], [3.939, -4.789, 0.892], [-3.375, -5.291, 0.336], [-2.080, -4.765, 1.348], [-2.226, -2.903, 0.816], [-2.598, -5.294, 2.568], [-3.610, -6.236, 0.824], [-3.228, -4.963, -0.690], [-4.300, -4.687, 0.617], [-1.098, -2.647, 0.823], [-2.835, -2.276, 1.526], [-2.464, -3.009, -0.267], [-0.421, -8.068, 3.199], [0.706, -6.728, 2.543], [1.642, -7.279, 1.124], [2.239, -6.432, 0.116], [2.500, -4.876, 0.702], [1.636, -6.766, -1.568], [1.515, -8.527, -1.260], [1.479, -9.552, -2.621], [1.030, -8.697, 0.420], [-1.381, -7.551, 2.991], [-0.167, -8.095, 4.272], [-0.568, -9.035, 2.782], [-3.040, 7.479, 0.247], [-1.582, 7.711, 0.588], [-0.548, 8.936, -0.523], [-0.878, 8.379, -1.855], [1.229, 8.230, -0.350], [1.726, 8.332, 1.053], [-3.534, 6.725, 0.855], [-3.207, 7.207, -0.795], [-3.523, 8.477, 0.531], [-0.966, 6.826, 0.404], [-1.376, 8.119, 1.585], [1.727, 8.806, -1.138], [0.974, 7.235, -0.756], [2.105, 9.326, 1.277], [2.528, 7.573, 1.224], [0.892, 7.957, 1.750]], "forces_ev_per_angstrom": [[-0.7, -1.8, -0.8], [-2.3, 1.2, -1.6], [-1.6, -0.3, -1.8], [1.3, -0.7, 0.7], [0.3, 1.4, 0.4], [1.1, -0.1, 0.2], [0.3, 0.6, 2.4], [0.5, -1.0, -1.5], [-1.2, -1.2, 1.4], [1.6, -1.6, 0.3], [-0.4, -1.1, -0.3], [1.3, 0.1, -0.4], [-1.5, 0.4, 0.2], [-0.2, 1.3, -1.3], [-0.5, 1.3, -0.2], [-0.1, 0.1, 0.2], [1.0, 0.4, 1.0], [0.1, -0.6, 0.9], [0.0, 0.0, -1.3], [0.9, 0.0, 0.2], [0.1, 0.2, -0.6], [-1.1, 0.7, -0.2], [-0.6, 1.2, 0.3], [1.0, -0.9, 0.1], [-0.4, -0.3, -0.3], [0.3, -0.4, -0.2], [-0.4, 0.9, 0.2], [-0.9, 0.5, 0.5], [1.6, 1.3, -0.1], [0.1, 0.1, -0.8], [0.8, -1.4, -0.1], [-0.1, 0.0, -0.7], [1.6, -0.1, 2.4], [-0.6, -0.6, -0.4], [0.3, 0.6, 0.2], [0.7, -0.6, 0.6], [0.0, -0.3, -0.5], [-0.2, -0.8, 1.0], [-0.6, 0.0, -0.1], [-0.6, 1.1, 0.4], [-0.5, -0.1, 0.1], [-0.3, 0.4, -0.5], [2.6, 0.6, 0.5], [-2.6, 1.8, -0.1], [2.0, 2.0, -3.7], [2.2, -1.0, 1.0], [-0.8, -0.3, 4.6], [0.2, -0.8, -1.5], [0.1, -1.4, -0.5], [1.1, -0.4, 0.0], [-2.1, 0.1, 0.3], [0.4, -0.6, -1.2], [-0.5, 0.5, 1.0], [-0.6, 2.1, 0.1], [0.7, -0.3, -0.5], [-1.7, -1.7, 1.0], [-1.3, -0.2, -2.0], [-1.4, 1.7, -0.3], [1.3, 0.2, 1.4], [-1.1, 0.0, -1.3], [0.1, 1.3, 2.6], [0.5, -2.4, -0.9], [0.3, -0.3, 0.8], [-0.3, -0.1, -0.6], [0.9, -0.8, -0.6], [-0.3, 2.5, 0.4], [2.2, 0.2, -0.1], [-0.5, -1.4, 0.3], [-0.3, 0.4, -1.2], [-2.5, 0.2, -0.6], [-0.1, -2.0, 1.1], [0.4, -0.1, 0.3], [0.1, 0.3, 0.0], [0.0, -1.4, -0.8], [-0.1, -0.2, 0.3], [-0.4, -0.4, 0.1], [0.1, -0.1, 0.3], [0.6, 0.2, 0.4], [-0.2, -0.1, 0.3], [-0.3, 0.8, -0.1], [1.2, 1.0, -0.7]]}